1.
Formula: C44H37N9P2SbSe4Tl
Source: the Open Molecules 2025 dataset
Level of theory: wB97M-V/def2-TZVPD

Total charge ... -2
E_HOMO ... -0.787 eV

Geometry as XYZ:
```
98
C44H37N9P2SbSe4Tl (wB97M-V/def2-TZVPD)
H -6.77171 1.68806 2.55105
C 4.95224 3.10814 -2.35990
H 7.06724 -1.20882 3.95477
H 1.55428 -2.44307 -2.64017
H 0.76577 -5.11037 3.14400
C -5.15201 0.85539 1.38264
C 2.37715 -1.73941 2.14764
H 2.71854 -2.66616 0.23308
C -3.54031 2.75161 2.70830
H 1.76269 -4.82418 0.88847
C -2.94902 1.88581 1.76776
P 2.74245 -0.22164 -1.32373
C 4.76237 3.18205 -3.73087
H 3.69646 2.29390 3.09189
H 2.43374 -4.47133 -3.75259
C -5.91756 -0.16234 0.79640
C -2.03776 2.53439 -3.70181
C 4.86500 -1.89146 -2.23334
Tl -0.45656 -0.76128 0.39503
C 2.35281 -2.79652 1.24456
N -1.24752 3.07991 -2.78303
C 4.44412 1.52991 3.27415
C 3.42294 1.18835 -3.63662
Sb -2.81573 -3.03183 3.10033
H 4.52826 2.01652 -0.55497
Se -5.20605 -3.30864 2.64126
C -1.75440 -1.03194 -3.20316
H 5.07989 -1.71463 2.58399
C 1.86071 -1.93248 3.43291
C 4.48778 -3.95405 -3.40522
H -0.65626 -3.72189 -1.74992
H 0.45833 1.94447 -0.35382
C -2.70824 -1.52797 -4.08446
C -5.71405 1.77436 2.32901
C -2.70407 3.64765 3.38590
C 1.28380 -4.19849 2.87950
H 0.15545 3.58621 -0.79903
C 5.55217 1.81553 4.06195
C 3.62020 1.09850 -2.25849
C 1.82133 -4.02521 1.61697
C 3.12059 -3.74549 -3.33509
Se -1.81722 -4.73503 4.55578
C -1.35732 3.64842 3.12878
N 3.61786 -0.20964 0.15480
H -3.43388 -1.65075 -0.90304
Se -1.75921 -3.23586 0.79524
C -3.77905 0.89644 1.09022
N -1.02654 -1.81102 -2.40160
C -2.19052 -3.70980 -3.26547
N 0.24161 2.62382 -1.07428
Se -2.16628 -0.75855 3.78438
C -0.87261 2.75531 2.16672
H 5.54828 3.85834 -1.85334
P 2.79169 -0.04020 1.66235
H -3.50333 2.99915 -4.99704
H 7.36240 1.05040 4.92256
H 0.19273 2.71032 1.95136
C 2.62232 -2.60812 -2.70935
H -6.96472 -0.26151 1.05589
C -3.94092 -0.91883 -0.28728
C 5.36346 -3.02387 -2.85388
H 0.82037 -3.27199 4.74983
H -5.83923 -1.91151 -0.44344
H -3.13168 4.31451 4.12696
C -2.92882 -2.89748 -4.10589
C 4.38184 2.07472 -1.62678
H 4.40701 -0.84797 0.18143
H -0.67808 4.30861 3.65219
C -1.24371 -3.12092 -2.43454
C -5.31107 -1.06433 -0.03338
C 3.99093 2.21678 -4.36851
H 1.82214 -1.10380 4.13304
H -5.37411 3.34545 3.70917
N -0.71675 0.85501 -2.14554
H 5.55005 -1.15733 -1.82075
H -3.68348 -3.31850 -4.75896
N -2.70708 3.39721 -4.52994
H -2.35354 -4.77739 -3.21290
H 4.87664 -4.84224 -3.88839
C -1.54242 0.44271 -3.08412
C 3.48941 -1.67627 -2.15008
C -4.94951 2.67868 2.96748
C -0.60354 2.18548 -2.02717
C 5.22670 -0.71376 2.97691
N -3.19471 0.02506 0.24883
C 1.30808 -3.14880 3.79117
H 5.66741 2.80236 4.49379
H 6.43322 -3.18335 -2.91400
H -3.26733 -0.84423 -4.70444
H 3.82906 2.26867 -5.43853
C 6.33613 -0.43408 3.75729
H -2.81272 4.33184 -4.17425
H 5.20687 3.98862 -4.30124
C 6.50106 0.83417 4.30210
N -2.23403 1.23155 -3.91515
N -1.63390 1.92146 1.49582
H 2.81411 0.44490 -4.14173
C 4.27025 0.26768 2.71796
```

***

2.
Formula: C44H38AsCrIN4O2PS
Source: the Open Molecules 2025 dataset
Level of theory: wB97M-V/def2-TZVPD

2S+1 ... 4
E_HOMO (alpha / beta) ... -7.399 / -7.469 eV
Expectation value of S² ... 3.856

Geometry as XYZ:
```
93
C44H38AsCrIN4O2PS (wB97M-V/def2-TZVPD)
C 2.99890 0.28585 -0.74133
C -4.28859 -1.90976 -0.71796
H -0.22798 1.99092 -3.01891
C 3.76255 3.47859 2.26047
C -2.39239 3.82491 -1.02393
C 2.65502 3.65544 1.45411
H -1.65061 -0.81251 -6.83235
C -2.18945 -2.04271 4.25518
C -0.70962 1.94242 -5.10268
H 3.25385 0.27477 3.21011
C -2.06226 -1.84192 -1.62058
H -3.49603 5.35203 -2.09286
C 1.63920 -2.08042 -3.41742
H 1.84970 -0.39765 4.73450
C 1.99350 -2.34206 1.84059
I -1.17033 6.50533 -1.49267
H 4.86464 2.11535 3.51072
O -1.84224 1.87613 1.66209
H -3.40983 -4.92939 -1.99438
C -1.14136 -0.77640 -4.75242
C 1.95745 -1.18178 1.06500
C -3.09534 3.33124 3.45359
Cr -0.85440 1.27417 0.01828
S -3.07359 0.55315 -0.70610
H -1.25946 1.61086 -7.14766
H -3.14457 3.15386 0.73931
C 2.96603 -3.30665 1.63210
C 1.83930 -4.25083 -1.70500
C 1.72123 2.62805 1.28092
C -1.78353 2.80263 3.66073
C -0.20226 -0.64564 4.12683
H -3.86646 4.61961 0.14350
H -1.10478 -1.30224 5.94458
H 1.56933 -1.23963 -4.09443
H 3.42677 0.07733 -1.72313
H -0.10489 3.56619 0.72815
H -5.11873 -1.41858 -0.22552
H -1.33356 -3.67456 -2.46598
C 0.94235 -3.23085 -1.42804
H -5.28642 -3.79521 -0.84124
H 2.97763 -4.20189 2.24162
H -1.31437 -1.83781 -4.61752
N -3.20727 3.87132 0.02339
H 4.61719 -1.82554 -0.91653
H 2.01804 0.73798 -0.89381
P 0.76861 0.13073 1.48544
H 3.33553 -4.99003 -3.05485
C -1.33935 -1.38335 2.12588
N -1.15964 2.12036 2.74141
H 4.47748 4.28345 2.37999
C -1.09373 3.03287 4.88841
C 3.98106 2.26044 2.90275
H 1.25012 -2.49330 2.61180
C 2.63858 -4.19006 -2.83803
H 2.50517 4.59256 0.93057
C 0.55853 2.77886 0.35370
C -0.52468 1.36588 -3.85111
C -2.16535 -3.17797 -1.98346
C -0.73140 0.00542 -3.67565
C -2.49798 4.93077 -2.03296
C 0.87946 0.08958 4.86321
C -2.27841 -2.07371 2.87371
N -4.15037 3.73572 3.24178
C 2.54537 -3.09833 -3.68793
C 3.06940 1.23615 2.74713
H -3.07285 -2.60696 2.36733
H 0.97583 1.11817 4.51643
H -1.44692 -1.38995 1.04579
C -0.30432 -0.66809 2.72890
As -0.48355 -0.75727 -1.91315
O -1.54778 2.93418 -1.20486
C 0.82398 -2.14708 -2.29181
N -0.53733 3.21774 5.87697
H -0.54074 3.00387 -5.23632
H 0.89242 3.10603 -0.63797
H 1.91775 -5.09200 -1.02730
C 3.90764 -3.11825 0.63335
C 3.87785 -1.96737 -0.13624
H 0.65753 0.11729 5.92881
C -3.32791 -3.88795 -1.71152
H 3.62157 1.03733 -0.24866
H -2.17801 4.55483 -2.99784
H -2.91873 -2.56271 4.86391
C -1.16361 -1.33443 4.86292
C -1.33019 -0.20065 -5.99850
H 0.32995 -3.29100 -0.53497
C -4.37973 -3.24718 -1.06867
C -1.11196 1.16083 -6.17386
C -3.13694 -1.17515 -1.00346
C 2.92480 -0.97423 0.07078
H 4.66824 -3.86723 0.45072
H 3.16949 -3.03611 -4.57085
C 1.92276 1.43320 1.97494
```

***

3.
Formula: C44H38ClOP2Yb
Source: the Open Molecules 2025 dataset
Level of theory: wB97M-V/def2-TZVPD

2S+1 ... 2
Total charge ... +2
E_HOMO (alpha / beta) ... -12.951 / -13.612 eV
Expectation value of S² ... 0.755

Geometry as XYZ:
```
87
C44H38ClOP2Yb (wB97M-V/def2-TZVPD)
H -0.94912 5.23193 0.37298
H 5.64889 -3.66808 2.22098
C -1.50716 -4.45950 1.14302
H -2.80812 1.42358 1.23443
Yb -1.24985 -0.28890 1.04438
H 4.69040 1.45638 6.19711
C 3.98804 1.95324 4.20888
H -1.06507 -1.98799 -2.08319
C 3.00739 5.22792 -1.04055
C -3.17292 3.02022 2.69558
C 2.69692 0.63957 5.76101
C 2.24991 -3.48723 2.21577
C -2.31573 5.20211 2.04371
H -3.75076 2.39022 3.38104
H 2.37396 5.43971 -3.09484
C -2.00234 1.56785 -4.21377
H -1.33356 -3.21523 -4.23647
C -3.05601 2.47889 -4.37779
C -1.27652 1.55154 -3.02197
H -3.66599 4.86291 3.70382
C -1.60680 2.44691 -1.98127
H -0.43706 0.86394 -2.88746
H -1.32076 -4.93060 0.17432
C 1.93823 0.83151 3.38449
H 1.30028 3.53294 1.37565
H -3.85421 -0.60640 1.89217
H 0.36863 3.99416 -2.81247
C -3.40656 3.34645 -3.33706
H -2.22812 -2.64604 4.52038
C -1.64456 3.21740 0.81617
H -1.73033 0.88088 -5.01943
H 3.01166 -2.19916 -0.85289
C 3.06532 1.64639 3.18671
H 2.64391 0.14619 6.73913
H -4.23389 4.04683 -3.46553
C 0.84681 -5.33410 -2.65969
C 0.28175 -3.44427 -1.23803
C 2.16492 4.97886 -2.12807
C 4.64333 -3.45137 1.86751
C 2.72003 4.67586 0.21207
C -1.56788 4.60649 1.02101
H -3.60322 2.49381 -5.32157
H -0.08361 1.02729 2.53355
C -3.09846 4.40661 2.88982
H 3.17269 2.15790 2.23444
C 2.05293 -2.95371 0.93264
C -2.52497 2.43829 1.59624
C 1.03623 4.16449 -1.96739
H 1.65886 -5.03827 -0.68740
C 3.17184 -2.63540 0.13416
C 1.57407 3.89803 0.38310
H 1.38397 -6.27069 -2.82129
H 4.86432 2.57986 3.98148
H -3.36749 -4.82384 3.98471
C 0.00743 -4.82864 -3.65663
P -0.61986 2.37308 -0.43522
C -2.68777 3.33093 -2.13834
H -2.93045 -5.96257 1.79205
C 1.03158 0.60174 0.66648
Cl 0.30359 -0.39597 5.22993
C 0.86472 0.47884 2.28284
H -0.11482 -5.35144 -4.60462
C -2.42557 -5.02089 2.03555
P 0.37816 -2.49382 0.32886
C -2.03569 -3.18427 3.58567
H -2.95396 4.02140 -1.33669
H -0.47104 -1.81451 3.10110
H 3.89372 5.84636 -1.16228
H 5.32212 -2.63365 -0.02419
H -2.29289 6.28821 2.16784
C 4.46255 -2.87349 0.60563
C -0.78260 -3.30667 1.49982
C -1.07188 -2.65797 2.72744
H 3.67756 -4.19418 3.66171
H 0.63096 -0.60563 2.48940
C 0.73580 3.59948 -0.71096
H 1.38442 -3.73236 2.83066
O 2.04142 0.73117 0.01052
C -2.67332 -4.38802 3.26407
H 3.37058 4.86639 1.06895
C -0.53776 -2.92868 -2.26326
H -3.91852 -0.72505 1.13466
C 1.75288 0.40528 4.73636
C 0.99649 -4.63779 -1.45466
C 3.85274 1.39090 5.48110
C -0.67932 -3.62265 -3.46401
C 3.54268 -3.74056 2.67986
```